# C3H6NO2S4

3 unconnected molecules or ions with the total composition C3H6NO2S4 (ωB97M-V/def2-TZVPD, OMol25).

E_HOMO ... -0.1505 Eh
Frontier orbital gap ... 6.7 eV
Net charge ... -1
LUMO energy ... 2.588 eV

Last column: Löwdin charge in e.
Geometry (Å):
S -1.9629 -3.2979 0.7614  0.3344
S -1.9838 1.9850 0.2625  0.7739
S 1.0637 -3.5933 0.6025  0.3997
S 2.2235 4.4135 -0.0940  0.5191
O 0.8454 1.5020 -0.6527  0.0040
O 1.6830 -0.5188 -0.2806  0.0748
N -0.6162 -0.3276 -0.3858  0.0808
C 0.6497 0.3225 -0.4314  -0.5668
C -0.5283 -4.1581 0.4895  -1.2820
C -1.7196 0.2524 -0.1794  -0.4810
H -0.5691 -5.1494 0.3365  -0.1061
H 1.4784 -1.4554 -0.0818  -0.0356
H -1.1351 2.6955 -0.3168  -0.2297
H -2.6477 -0.3072 -0.1257  0.0483
H 2.0963 3.2551 -0.5639  -0.3141
H 1.1227 4.3818 0.6596  -0.2198

Atoms 1-6, force components in eV/Å:
S 0.6 -0.8 -0.3
S -3.2 -1.7 1.6
S -0.1 -0.1 -0.3
S 0.6 2.9 0.9
O -0.3 -0.5 0.0
O -0.3 1.4 -0.2

=====

# C3H8O2

2 unconnected molecules or ions with the total composition C3H8O2 (ωB97M-V/def2-TZVPD, OMol25).

E_HOMO ... -0.3052 Eh
SMILES string ... C/C=C/O.O
Frontier orbital gap ... 8.9 eV
LUMO energy ... 0.590 eV
ΔE to the lowest compared entry with this formula, charge and spin ... 197.9 kJ/mol

Last column: Löwdin charge in e.
Geometry (Å):
O 0.5714 -1.8911 0.6314  -0.0501
O 1.5672 -0.7851 -1.4138  -0.0562
C -0.3291 0.3540 0.5231  -0.2054
C -0.3811 -0.9105 0.8694  -0.2069
C -1.3538 1.3690 0.2496  -0.1242
H 2.5266 -0.6996 -1.5516  0.0605
H 0.7207 0.6640 0.4073  0.1022
H -1.2177 -1.5498 1.2121  0.1281
H -2.3111 1.0002 -0.1090  0.0681
H -1.0243 2.0830 -0.5310  0.0739
H 1.3278 -0.0392 -1.9839  0.0577
H 1.4865 -1.6166 0.5652  0.0716
H -1.5830 2.0217 1.1312  0.0807

Atoms 1-6, force components in eV/Å:
O -0.2 -0.1 1.6
O 1.3 0.9 -1.2
C 1.9 0.3 0.1
C -0.8 -2.8 -0.5
C -1.0 1.7 0.7
H -0.1 -0.6 0.3

=====

# C6H11O

2 unconnected molecules or ions with the total composition C6H11O (ωB97M-V/def2-TZVPD, OMol25).

E_HOMO ... -0.0861 Eh
Frontier orbital gap ... 4.8 eV
Net charge ... -1
LUMO energy ... 2.445 eV
ΔE to the lowest compared entry with this formula, charge and spin ... 471.6 kJ/mol

Last column: Löwdin charge in e.
Geometry (Å):
O -4.0661 -0.1934 0.0584  -0.3468
C 2.1778 0.1190 -0.3315  -0.2788
C -1.6314 -0.4163 0.4183  -0.2397
C -0.3035 0.0443 -0.1867  -0.2758
C 3.5651 0.0796 -0.3144  -0.1348
C 1.0050 -0.4015 0.5255  -0.1975
C -2.8565 0.1790 -0.3126  -0.6207
H 1.1217 -1.4883 0.4428  0.1206
H 3.9466 -0.3557 0.6655  -0.0169
H -1.5993 -0.1779 1.4843  0.0984
H -2.6087 0.0741 -1.4327  0.0830
H -0.3354 1.1301 -0.1345  0.1016
H -1.6759 -1.5112 0.2825  0.1018
H 1.7520 0.1935 -1.3481  0.0815
H -0.2136 -0.2994 -1.2302  0.1015
H 3.3195 1.5516 0.1622  0.2306
H 1.0589 0.1802 1.4729  0.1201
H -2.6560 1.2921 -0.2218  0.0717

Atoms 1-6, force components in eV/Å:
O 0.0 -0.4 0.2
C -1.1 -1.3 -0.9
C 0.8 -1.1 -0.5
C 0.0 -0.4 0.3
C 0.3 2.4 3.0
C 0.5 1.5 -1.0

=====

# C4H12N4O2

2 unconnected molecules or ions with the total composition C4H12N4O2 (ωB97M-V/def2-TZVPD, OMol25).

E_HOMO ... -0.3143 Eh
SMILES string ... CC(=O)N(C)O.N=C(N)N
Frontier orbital gap ... 9.1 eV
LUMO energy ... 0.549 eV
ΔE to the lowest compared entry with this formula, charge and spin ... 251.7 kJ/mol

Last column: Löwdin charge in e.
Geometry (Å):
O 0.6454 0.4876 1.5667  0.0042
O 0.5441 -1.8131 -1.1049  0.0066
N -0.7496 2.3671 0.3195  0.1093
N -2.4238 0.8552 -0.4500  0.0895
N 1.0370 -0.8850 -0.1841  -0.1918
N -0.5453 1.2158 -1.7114  0.1231
C 2.4717 -0.7280 -0.1748  -0.0199
C -1.2237 1.3175 -0.5085  -0.6347
C -0.9485 -1.2951 1.1735  -0.0011
C 0.2097 -0.4066 0.8117  -0.4973
H -0.6656 -2.3473 1.1874  0.0820
H 2.7238 -0.0264 0.6182  0.0894
H 0.4607 1.2414 -1.6509  0.0815
H 0.6757 -2.7048 -0.7606  0.1058
H 2.9665 -1.6904 -0.0115  0.0921
H -1.2673 2.5462 1.1673  0.0950
H 0.1670 2.7501 0.1296  0.0912
H -1.7477 -1.1352 0.4451  0.0605
H -2.9156 1.1181 0.4005  0.0439
H 2.7981 -0.3201 -1.1319  0.0868
H -0.8782 0.4485 -2.2753  0.0934
H -1.3344 -0.9953 2.1443  0.0906

Atoms 1-6, force components in eV/Å:
O -0.8 -1.6 -1.4
O -0.1 0.5 0.0
N -0.6 -1.1 -1.4
N 0.7 -0.9 0.3
N -0.3 -0.1 0.1
N 0.5 -0.4 0.2

=====

# C5H15N3O2S

2 unconnected molecules or ions with the total composition C5H15N3O2S (ωB97M-V/def2-TZVPD, OMol25).

E_HOMO ... -0.3213 Eh
SMILES string ... CC(C)[S@@](=O)([O-])=N[NH3+].C=NC
Frontier orbital gap ... 9.1 eV
LUMO energy ... 0.321 eV
ΔE to the lowest compared entry with this formula, charge and spin ... 324.0 kJ/mol

Last column: Löwdin charge in e.
Geometry (Å):
S -0.5675 -0.3316 -0.2176  0.5420
O -0.4879 -1.6779 0.2253  -0.2831
O -0.4082 -0.1863 -1.6768  -0.3214
N 0.4635 0.6311 0.5123  -0.1979
N 3.0631 -0.2028 0.6826  -0.1037
N 0.9177 1.5575 -0.5561  0.0668
C -2.2850 0.2974 -0.0142  -0.4765
C 2.7661 -1.4738 0.1658  -0.1063
C -3.2009 -0.6319 -0.6567  -0.1387
C 3.8109 0.6051 0.2224  -0.1541
C -2.5158 0.2718 1.5338  -0.0774
H -2.9754 -0.8134 -1.7299  0.0942
H -3.4663 0.8994 1.6279  0.1080
H 1.6195 -1.3932 -0.0111  0.0740
H 1.8459 1.7594 -0.6865  0.0651
H -2.7132 -0.8427 1.6970  0.1013
H 3.3525 -1.6907 -0.6330  0.0461
H -2.1335 1.3139 -0.5079  0.1410
H 3.8129 1.6523 0.5340  0.0633
H 2.6545 -2.2110 0.8984  0.0704
H -1.6838 0.5820 2.0519  0.0227
H -4.1795 -0.2507 -0.9134  0.0859
H 4.5243 0.4308 -0.6421  0.0891
H 0.4526 2.4309 -0.3990  0.1295
H -3.1437 -1.5933 -0.1623  0.0857
H 0.4772 0.8676 -1.3449  0.0743

Atoms 1-6, force components in eV/Å:
S -1.9 0.2 -0.6
O -0.1 -1.0 1.2
O 0.9 0.6 -0.8
N 0.5 0.7 0.0
N -3.0 -2.1 3.3
N -4.0 -1.6 0.3

=====

# C30H25BF6O2S

2 unconnected molecules or ions with the total composition C30H25BF6O2S (ωB97M-V/def2-TZVPD, OMol25).

E_HOMO ... -0.2391 Eh
Frontier orbital gap ... 2.9 eV
LUMO energy ... -3.602 eV
ΔE to the lowest compared entry with this formula, charge and spin ... 151.5 kJ/mol

Last column: Löwdin charge in e.
Geometry (Å):
S -4.2398 1.9037 -2.3181  1.0639
F 3.4520 -0.9793 -2.8845  0.1014
F 2.6939 3.8448 -1.3621  0.1032
F 1.6431 -1.7797 -3.8643  0.1290
F 2.0753 -2.2956 -1.7667  0.1047
F 0.6742 4.6051 -1.8038  0.1196
F 1.9675 3.9071 -3.4428  0.1183
O -2.2075 -0.8765 -0.2166  0.0030
O -2.6401 1.4753 0.1019  -0.0305
C 1.8547 1.1923 -2.3666  0.0215
C -2.9946 0.7993 1.2851  -0.1635
C 2.1349 -1.2793 -2.6893  -0.5194
C -0.7089 0.7752 -1.3916  -0.0507
C -0.1762 -1.0684 4.4306  -0.0026
C -0.2328 2.0584 -1.5039  0.0538
C -3.3070 -0.3452 -3.1495  -0.1376
C -1.4143 1.2636 5.3439  -0.0535
C -5.8938 2.0217 -4.6074  -0.1329
C -1.6772 0.0469 5.9802  -0.0398
C 0.9139 0.2269 2.5896  0.0774
C 5.5762 -3.5256 -0.0973  -0.0338
C 4.6209 -3.8659 0.8642  -0.0508
C -1.0486 -1.1130 5.5197  -0.0521
C -4.2867 0.0800 -4.1270  -0.1460
C 1.5894 3.6589 -2.1508  -0.5246
C -0.5604 1.3216 4.2477  -0.0108
C 1.8672 -0.7432 2.2819  -0.0405
C 4.8152 -1.2297 -0.0157  -0.0074
C 0.0643 -0.3055 -1.7447  0.0441
C -3.1482 0.5570 -2.1243  -0.3606
C 1.0553 2.2627 -1.9983  -0.1124
C -4.8762 1.2923 -3.8195  -0.6143
C 3.7567 -2.9037 1.3850  0.0066
C 2.8523 -0.5700 1.3197  0.0666
C 1.3551 -0.0887 -2.2372  -0.1240
C 0.0588 0.1513 3.7391  -0.2191
C 5.6701 -2.1980 -0.5233  -0.0523
C -2.5644 -0.6838 1.1389  -0.1606
C 3.7988 -1.5625 0.9180  -0.2070
B -2.1953 0.4537 -0.8023  -0.9586
H -0.3283 -1.3181 -1.6673  0.1351
H -2.7429 -1.2720 -3.2310  0.1027
H 6.2375 -4.2868 -0.5182  0.1193
H 2.9611 0.4198 0.8664  0.1409
H -6.7979 2.1996 -4.0162  0.0695
H -5.5007 2.9915 -4.9298  0.0707
H 4.5420 -4.8959 1.1946  0.1110
H 6.4059 -1.9215 -1.2714  0.1159
H -6.1504 1.4284 -5.4882  0.0732
H -1.8685 2.1813 5.7176  0.1159
H 4.8842 -0.1976 -0.3559  0.1259
H 2.8576 1.3388 -2.7428  0.1272
H -0.8605 2.9113 -1.2405  0.1358
H 1.8474 -1.6797 2.8432  0.0996
H -1.7023 -0.9045 1.8007  0.0927
H -2.3579 0.0031 6.8285  0.1160
H 3.0097 -3.1879 2.1222  0.1105
H -4.5482 -0.4913 -5.0136  0.0944
H -0.2936 2.2814 3.8010  0.1286
H -2.5071 1.2987 2.1381  0.0971
H 0.9286 1.1704 2.0328  0.1468
H -3.3783 -1.3792 1.4059  0.1187
H 0.3611 -1.9679 4.1407  0.1100
H -4.0928 0.8533 1.4196  0.1226
H -1.2233 -2.0596 6.0257  0.1120

Atoms 1-6, force components in eV/Å:
S 0.3 -0.7 -0.5
F -0.6 -0.5 0.0
F -0.5 0.2 -0.5
F 0.7 0.2 0.9
F 0.3 0.5 -0.7
F 0.9 -0.5 -0.3